(1)
150
Properties=species:S:1:pos:R:3 method="wB97M-V/def2-TZVPD" multiplicity=1 largest_force_ev_per_a=2.3 orbital_gap_ev=8.49 smiles="CC1(C)CCCC(C)(C)N1O.COCCNCCOC.COCCNCCOC.COCCNCCOC.COCCNCCOC.NC(N)=O.NC(N)=O.NC(N)=O"
H 3.6409 3.7664 0.5817
O -3.5895 1.3414 -6.2226
H -1.0927 0.8709 0.6648
H 7.4325 1.1595 0.8329
H 3.2606 -2.0599 -2.8721
H 2.3849 -1.8817 -0.2865
O -2.3310 4.1745 3.1517
C 1.3850 4.7533 -1.9315
C -4.5673 1.1136 -7.2514
H -0.4371 4.5139 2.4144
H 2.9500 2.5911 4.6675
H 0.9235 -6.8572 -1.8249
H -4.5395 -6.6553 -0.3394
H -1.9680 -5.0981 -0.1417
H 5.2451 5.5169 2.9400
H 2.4129 0.8551 -3.7603
H 0.2273 -5.1298 1.1350
H 1.6522 1.8422 5.5602
H -3.6814 3.4399 -6.3533
H -6.2224 -6.4291 -0.3730
H 0.5905 -2.8477 0.8585
H 2.8676 0.3050 3.9970
H -3.5132 -1.4634 -1.4630
H -5.5395 -7.7599 0.6006
H 3.6541 0.9520 -5.1016
C -3.4532 0.6169 -1.3276
H -2.1656 -1.1516 3.9683
C -0.2489 3.1443 4.1121
H -0.2484 -1.6327 -2.6553
H 2.0856 -3.5454 1.4658
C -2.6477 3.0530 2.3773
C 5.3817 1.3045 1.5400
N -2.9535 -0.6482 -1.2932
H 0.6579 4.7352 -1.1184
C -2.6845 2.7441 -4.5784
H 8.4260 4.5374 2.2200
H 1.0637 -0.7954 -1.7120
H -2.8118 2.0122 -3.7701
O -2.7424 1.6270 -1.3019
H 0.0076 4.7159 -4.2810
O -3.8860 -1.9318 3.0390
C 2.2230 -2.9209 -0.5899
H -6.8932 -5.3232 4.2833
H 5.3335 0.1999 1.5252
C -5.4139 -6.7141 0.3112
H 3.2036 -3.3771 -0.7252
C -0.9478 4.3232 3.3692
H -2.7815 3.7340 -4.1231
C 2.4072 -2.7228 -3.0580
H -3.8248 -3.7420 3.9006
C 0.8578 -4.8791 0.2825
N 3.0604 4.5018 0.9514
H -0.6360 -6.3385 -2.4433
H 2.9621 -3.6553 -3.1998
H -6.1763 -3.0636 5.1244
N -6.3310 -3.7689 3.1214
H 0.6548 2.4883 -5.0716
H 7.1940 1.0943 2.5645
C -1.3588 -4.4447 -0.7666
N 0.1329 1.9018 -1.2115
C -0.0076 -6.3672 -1.5478
O 3.0996 6.4636 2.1502
C -5.8195 -2.8199 4.1249
H -7.3200 -6.1144 1.9744
C -0.0255 3.8507 -3.6087
H 6.1411 1.7853 -1.2150
C 5.1846 1.3490 -0.9128
C -0.2227 2.5842 -4.4297
H -1.9353 -4.3292 -1.6926
H -1.8976 -2.4491 2.7876
H -5.5161 1.6293 -7.1187
H -0.8099 1.5433 -1.2950
H -0.7360 5.2097 3.9675
H 0.2621 -4.7459 -3.8890
N 4.6830 1.7795 0.3672
H -5.2050 1.5941 -1.1639
H 5.2690 4.1565 1.7943
N -1.4082 2.5992 -5.2393
H -6.1782 -1.8453 3.7958
H -1.3521 1.9569 -6.0069
H 0.6027 2.3991 -1.9519
H 0.3089 0.6424 1.6785
H 4.8806 1.6526 2.4444
H 2.3795 4.6407 -1.4997
H -1.4289 -3.4276 -0.3686
N 4.8535 4.9896 2.1795
H -1.9760 -0.7874 -1.5055
C 3.3659 1.2768 -4.1034
C 0.4427 -1.6842 -1.8143
H 5.3918 0.2649 -0.9294
C -6.1107 -5.1757 3.5258
N 1.1789 3.3318 4.1164
H -4.6799 0.0495 -7.4465
O 0.9142 0.1544 3.3685
H 0.0945 -1.6330 3.8332
H -4.0830 1.5059 -8.1545
H -5.2257 -5.2998 4.1589
N -4.7994 0.6744 -1.1357
C -3.7907 2.6244 -5.6323
H -0.4950 2.2065 3.5996
H 1.4158 -1.2278 4.9287
H -0.0344 -0.3621 5.1141
H 3.6678 1.7753 0.4336
C 0.7409 1.5628 -0.0605
C 6.8725 1.6160 1.6551
C 0.5973 -0.8057 4.3310
H 1.7134 -5.5592 0.2567
O 1.1860 3.7141 -2.8844
O 1.9052 1.8848 0.2055
N -0.0957 0.8453 0.7693
C 3.6387 5.4191 1.7716
H -0.8208 4.0058 -2.8710
O -5.3283 -5.8331 1.4044
O -0.0375 -4.0488 -3.2950
H 8.9000 2.9962 2.8840
C 0.0914 -4.9222 -1.0626
H -0.6888 3.0632 5.1105
H -0.2036 1.7481 -3.7097
H 1.9457 -2.4179 -3.9954
O 7.0773 3.0083 1.8011
C -4.2900 -2.7754 4.1205
H 9.0254 3.1937 1.2003
H -0.5588 -6.9481 -0.8061
H -2.5019 2.0999 2.9080
H -2.3633 -0.9224 2.1835
H -3.8558 -2.3248 5.0213
C 4.0813 1.5166 -1.9390
H 3.2058 2.3620 -4.1777
O 4.4006 1.0305 -3.1981
H 3.2809 0.8823 -1.5130
H 2.1622 4.7162 0.5590
H 1.5578 3.6122 3.2170
H -5.3771 -0.1350 -1.0404
C 1.4355 -3.4881 0.5912
H -0.1577 -1.8073 -0.9106
H -2.0397 3.0010 1.4708
H -3.7151 2.9768 2.1637
H -6.0405 -7.1486 2.7517
H 1.4230 5.6923 -2.4882
H -4.7723 2.7272 -5.1618
C 8.3751 3.4670 2.0410
C 2.0675 0.9598 3.6289
H -5.7676 -3.6193 2.2874
H 3.5890 2.4980 -1.8895
C 1.9425 2.1732 4.5591
N 0.7540 -4.1757 -2.1414
C -6.3136 -6.1507 2.3933
C 1.4258 -2.8774 -1.8982
H 2.3905 1.2564 2.6279
C -2.5281 -1.5831 3.0346

***

(2)
56
Properties=species:S:1:pos:R:3 method="wB97M-V/def2-TZVPD" relative_energy_kj_mol=205.8 multiplicity=1 largest_force_ev_per_a=0.9 orbital_gap_ev=8.27
H 3.9679 -1.6103 -2.5046
H 1.6868 1.0987 -1.3023
C 0.2345 -3.5045 1.8948
H -1.8251 -1.8909 1.8472
O 2.4897 -3.0660 -0.9085
H -1.0351 -4.0149 3.5316
C 0.4462 4.1614 -0.6573
H -2.4325 -0.6849 -2.0343
C 0.2111 2.2577 -2.3513
H -1.2200 5.1342 0.3156
C -1.5658 -0.7217 -1.3865
O -0.4607 -3.9446 1.0160
O -2.4581 0.5195 4.0934
C -1.8708 -1.5131 2.8685
H 2.7740 -0.7571 -4.3938
H -4.0491 0.7408 2.1291
H 0.2274 -1.2451 3.2915
H -0.4521 1.4309 -2.6161
C 1.9778 -2.1693 -1.8880
H -0.8205 -0.3095 0.5271
H 0.6472 -3.6230 3.9793
H -1.3676 3.1748 -1.2342
H -0.2929 2.1786 -0.2632
C -0.2013 4.8318 0.5485
C 2.5923 -0.2880 -3.4351
C -3.1001 0.3714 1.7648
H 1.7069 -2.7307 -2.7947
H 3.2123 -0.4707 -1.3836
H 1.4763 3.8997 -0.4090
H -0.7271 -1.7463 4.6842
H 0.4724 4.8648 -1.4931
C -0.1926 -3.3506 3.3399
C 2.0053 0.8991 -3.4082
C 1.6320 1.7053 -2.2052
H 0.3598 5.7150 0.8451
C -2.0953 0.0137 2.8281
H 0.1859 2.9828 -3.1682
C 3.0323 -1.0994 -2.2558
H -3.6972 0.4651 -0.2387
H 2.3363 2.5364 -2.1056
O 1.4724 -3.0632 1.6980
H 1.7400 -3.1285 0.7521
C -2.8963 0.2309 0.4506
H -1.1407 0.5086 2.6109
C -0.5910 -1.8937 3.6117
H 0.8957 -1.2065 -0.2763
H 3.2989 -3.4712 -1.2377
H -0.2357 4.1462 1.3924
H -0.4637 -1.6609 -2.9744
H -2.7324 -1.9822 3.3516
H -3.2963 0.1207 4.3542
C -0.3820 -1.3262 -1.9481
C -0.3197 2.9083 -1.0753
C -1.6783 -0.2696 -0.1259
H 1.7509 1.3683 -4.3507
C 0.7675 -1.5221 -1.3004

***

(3)
20
Properties=species:S:1:pos:R:3 method="wB97M-V/def2-TZVPD" relative_energy_kj_mol=711.0 multiplicity=1 largest_force_ev_per_a=4.8 orbital_gap_ev="8.90 / 8.26"
H -0.1188 2.1701 2.0893
C -0.1287 0.6061 0.6706
H -0.0841 0.5377 2.8843
C 0.2615 1.1265 2.0003
H 1.4483 -2.6906 -1.3674
N -0.6537 3.6785 -0.8941
H 0.0969 -0.6174 -1.7191
O -1.1038 4.8069 -1.2374
C 0.3652 -2.7163 -1.2994
H -1.2123 0.6109 0.6015
C -0.1865 -1.3455 -0.9568
H -0.0429 -3.0133 -2.2744
O 0.6869 1.1461 -0.2860
H 1.3783 1.2146 2.0215
C 0.2954 -0.8775 0.4317
O -1.1774 2.5601 -0.8397
H -1.2855 -1.3521 -0.9302
H 1.4279 -0.8436 0.4139
H 0.0700 -3.4488 -0.5549
H -0.0367 -1.5524 1.2462

***

(4)
37
Properties=species:S:1:pos:R:3 method="wB97M-V/def2-TZVPD" s2=0.78 relative_energy_kj_mol=215.0 multiplicity=2 largest_force_ev_per_a=2.3 orbital_gap_ev="10.73 / 5.44" charge=+1
H 1.3661 1.8239 0.5392
O -1.9890 -1.1527 -3.3211
O 1.5438 2.4407 1.2507
H 0.0377 1.3890 2.4480
H -0.6207 -0.9072 3.0191
O -3.1218 1.8966 0.0802
H -1.1200 -2.3451 2.7563
C -1.2397 0.5009 -0.1922
H -0.1734 0.3945 0.0650
H -2.0648 0.7728 -2.0334
C 0.9734 -1.8242 -1.9037
H -3.4563 1.0265 -0.0969
O 2.2959 -2.2064 2.2530
H -0.8455 -2.4709 -0.6831
C -0.5069 -2.1998 -1.6983
C -1.6893 1.9082 0.0664
O -0.3820 -1.7453 2.5863
H 1.4527 -2.4667 1.8710
H 2.2981 -1.2712 2.4368
H 1.5341 -2.4430 -1.2091
O 2.6553 0.0997 0.3392
H -1.8473 -0.0282 0.5600
H 1.0754 -0.7528 -1.7820
H -0.6909 -3.1531 -2.2226
O -0.6374 0.9075 2.9493
H 0.0645 2.5434 -2.5755
C -1.3921 -1.1401 -2.2507
H 3.5052 -0.1981 -0.0330
H 2.4796 -0.6181 0.9992
O 0.9454 2.4102 -2.9279
N -1.5882 0.0205 -1.5257
H -1.4272 2.7722 -0.5581
H 1.2482 -2.2037 -2.8833
H 2.3379 2.0606 1.6207
H -1.2834 2.3190 0.9962
H -1.2127 1.6560 3.2043
H 1.4753 2.1845 -2.1446